ORCA calculation (ωB97M-V/def2-TZVPD) on C37H53N3O2P3PdS as an isolated structure at a distorted geometry.

The spin multiplicity is 5. The calculation puts the gap between HOMO and LUMO (alpha / beta) at 7.96 / 5.68 eV. The relative energy (zero: lowest compared OMol25 entry of this formula, charge and spin) comes out at 151.2 kJ/mol. The charge is +1.

Structure (XYZ):
```
100
Properties=species:S:1:pos:R:3:forces:R:3:mulliken_spin:R:1
Pd 0.189 0.512 -0.620 2.5 0.3 0.8 1.266
C 1.285 5.793 -1.614 0.1 0.0 0.0 0.015
C 1.043 4.716 -0.555 0.1 0.0 0.1 0.068
C -0.191 5.104 0.260 0.0 0.0 0.0 0.035
P 0.926 2.987 -1.245 -0.5 -0.4 -0.2 0.076
C 2.255 2.875 -2.512 -0.1 0.2 -0.3 0.020
C 3.627 2.989 -1.847 0.0 -0.1 0.1 0.022
C 2.121 1.600 -3.347 0.0 0.0 0.0 0.028
C -0.619 3.049 -2.241 0.0 0.1 0.0 0.057
C -0.693 3.681 -3.476 0.1 -0.1 0.0 -0.097
C -1.843 3.625 -4.250 0.0 0.0 0.0 0.124
C -2.939 2.902 -3.796 0.0 0.0 0.0 -0.053
C -2.904 2.283 -2.561 -0.1 0.1 0.1 0.151
C -1.765 2.374 -1.741 -0.3 0.3 0.0 0.017
N -1.630 1.788 -0.502 -0.5 -0.3 -0.4 0.422
C -2.587 1.370 0.351 -0.1 0.2 0.3 -0.011
C -3.962 1.702 0.282 0.0 0.0 0.0 0.220
C -4.864 1.143 1.161 0.0 0.0 0.0 -0.072
C -4.427 0.262 2.146 -0.1 0.0 0.0 0.194
C -3.067 0.006 2.301 0.1 0.0 0.0 -0.125
C -2.133 0.574 1.458 0.0 0.1 0.2 0.169
P -0.319 0.451 1.710 -0.5 0.1 -0.4 0.112
C -0.008 -0.886 2.935 0.1 0.0 0.0 0.067
C -0.325 -0.537 4.392 0.0 0.0 0.0 0.015
C 1.445 -1.368 2.827 0.0 0.0 0.0 0.005
C 0.093 2.109 2.380 0.1 0.0 0.1 0.040
C 1.591 2.217 2.671 0.0 0.0 -0.1 0.021
C -0.770 2.655 3.515 0.0 0.0 0.0 0.018
H 1.501 6.737 -1.111 0.0 0.0 0.0 -0.001
H 0.393 5.945 -2.225 0.0 0.0 0.0 0.001
H 2.127 5.577 -2.269 0.0 0.0 0.0 0.001
H 1.910 4.681 0.112 0.0 0.0 0.0 0.006
H -1.080 5.133 -0.375 0.0 0.0 0.0 -0.002
H -0.048 6.104 0.673 0.0 0.0 0.0 0.001
H -0.394 4.437 1.094 0.0 0.0 0.0 -0.006
H 2.127 3.727 -3.186 0.0 0.0 0.0 -0.003
H 3.779 2.163 -1.150 0.0 0.0 0.0 -0.004
H 3.747 3.932 -1.310 0.0 0.0 0.0 -0.001
H 4.405 2.943 -2.610 0.0 0.0 0.0 0.001
H 2.229 0.725 -2.706 0.0 0.0 -0.1 -0.016
H 2.909 1.582 -4.102 0.0 0.0 0.0 0.002
H 1.163 1.559 -3.870 0.0 0.0 0.0 -0.004
H 0.172 4.203 -3.863 0.0 0.0 0.0 0.003
H -1.874 4.119 -5.211 0.0 0.0 0.0 0.003
H -3.827 2.816 -4.408 0.0 0.0 0.0 0.000
H -3.749 1.692 -2.241 0.0 0.0 0.0 0.005
H -4.304 2.413 -0.454 0.0 0.0 0.0 0.007
H -5.914 1.393 1.087 0.0 0.0 0.0 0.000
H -5.140 -0.185 2.826 0.0 0.0 0.0 0.005
H -2.746 -0.634 3.112 0.0 0.0 0.0 0.002
H -0.670 -1.695 2.607 0.0 0.0 0.0 0.006
H 0.408 0.167 4.785 0.0 0.0 0.0 0.000
H -0.259 -1.445 4.995 0.0 0.0 0.0 0.004
H -1.315 -0.108 4.536 0.0 0.0 0.0 -0.002
H 2.139 -0.585 3.132 0.0 0.0 0.0 -0.001
H 1.705 -1.664 1.815 0.0 0.0 0.0 -0.005
H 1.591 -2.221 3.494 0.0 0.0 0.0 0.001
H -0.110 2.698 1.485 0.0 0.0 0.0 -0.030
H 1.862 1.665 3.573 0.0 0.0 0.0 0.000
H 1.856 3.263 2.840 0.0 0.0 0.0 0.002
H 2.186 1.834 1.839 0.0 0.0 0.0 -0.011
H -0.543 2.178 4.467 0.0 0.0 0.0 -0.001
H -1.836 2.541 3.315 0.0 0.0 0.0 -0.001
H -0.565 3.722 3.630 0.0 0.0 0.0 0.001
S 2.103 -6.567 -0.095 0.0 0.1 0.0 0.000
C 1.641 -4.845 -0.237 0.2 0.0 -0.2 -0.002
C 2.552 -3.902 -0.694 -0.1 0.1 0.0 -0.006
C 2.150 -2.568 -0.757 0.1 -0.2 -0.1 0.023
N 0.938 -2.169 -0.396 -0.6 0.1 0.1 0.052
C 0.069 -3.083 0.042 0.5 0.6 0.6 0.002
C 0.364 -4.421 0.103 0.1 -0.6 0.7 0.000
C 2.689 -6.490 1.593 0.0 0.0 0.0 0.000
C 4.015 -6.198 1.871 0.0 0.0 0.0 0.000
C 4.410 -6.136 3.201 0.0 0.0 0.0 0.000
N 3.587 -6.346 4.224 0.0 0.0 0.0 0.000
C 2.321 -6.643 3.942 0.0 0.0 0.0 0.000
C 1.823 -6.729 2.650 0.0 0.0 0.0 0.000
H 3.549 -4.203 -0.985 0.0 0.1 0.0 0.000
H 2.812 -1.779 -1.101 0.1 -0.1 0.0 -0.022
H -0.898 -2.699 0.354 0.0 -0.1 -0.1 -0.013
H -0.374 -5.137 0.445 0.0 0.0 0.0 0.000
H 4.726 -6.024 1.075 0.0 0.0 0.0 0.000
H 5.439 -5.906 3.452 0.0 0.0 0.0 0.000
H 1.670 -6.824 4.789 0.0 0.0 0.0 0.000
H 0.786 -6.980 2.472 0.0 0.0 0.0 0.000
O 2.312 0.337 -0.544 -0.8 -0.2 0.0 1.179
C -3.714 -2.738 -1.973 0.0 0.0 0.0 0.002
P -2.123 -1.940 -2.256 -0.4 0.0 -0.4 0.009
C -0.983 -3.297 -2.571 0.1 0.7 -0.2 -0.001
C -2.257 -1.086 -3.836 0.0 0.0 0.0 0.000
O -1.801 -1.009 -1.126 0.3 0.0 -0.1 0.006
H -3.991 -3.404 -2.790 0.0 0.0 0.0 0.000
H -4.479 -1.969 -1.860 0.0 0.0 0.0 0.000
H -3.657 -3.313 -1.048 0.0 0.0 0.0 0.000
H -1.427 -3.926 -3.339 0.1 -0.3 0.1 0.000
H -0.762 -3.767 -1.621 -0.5 -0.6 -0.7 0.000
H -0.020 -2.908 -2.911 -0.1 0.1 -0.2 0.001
H -2.503 -1.789 -4.634 0.0 0.0 0.0 0.000
H -1.301 -0.612 -4.063 0.0 0.0 0.0 0.002
H -3.026 -0.316 -3.784 0.0 0.0 0.0 0.002
```
Forces are in eV/Å.

ORCA calculation (ωB97M-V/def2-TZVPD) on C37H53N4O2P2Pd as an isolated structure at a distorted geometry.

The spin multiplicity is 3. The calculation puts the gap between HOMO and LUMO (alpha / beta) at 5.96 / 7.33 eV. The relative energy (zero: lowest compared OMol25 entry of this formula, charge and spin) comes out at 0.0 kJ/mol. The charge is +1.

Structure (XYZ):
```
99
Properties=species:S:1:pos:R:3:forces:R:3:mulliken_spin:R:1
C 2.490 -1.900 0.229 -0.1 0.0 -1.0 0.000
C 1.666 -1.667 -1.982 0.6 -0.1 1.0 -0.027
C 3.492 -2.770 -0.215 -0.2 0.0 -0.1 0.005
C 2.643 -2.552 -2.468 -0.1 0.2 0.2 0.000
C 3.577 -3.088 -1.580 -0.3 0.3 0.3 -0.004
H 4.184 -3.209 0.509 -0.3 0.2 -0.3 0.001
H 2.657 -2.811 -3.530 0.0 0.1 0.4 0.001
H 4.355 -3.769 -1.939 -0.3 0.3 0.2 0.000
N 1.627 -1.327 -0.659 1.7 -1.0 -0.7 0.099
P 0.415 -1.304 1.991 0.4 -1.2 1.5 0.152
P 0.092 0.634 -2.341 0.2 0.0 -1.4 0.093
C 2.255 -1.606 1.689 -0.3 0.2 0.2 0.031
H 2.700 -2.394 2.320 -0.2 0.3 -0.2 0.000
H 2.727 -0.642 1.961 -0.1 -0.7 0.0 0.006
C -1.531 0.972 0.656 -5.7 2.8 1.9 0.084
O -2.492 1.548 1.013 3.8 -2.4 -1.4 0.010
C 0.515 -1.166 -2.798 -0.2 0.3 0.3 0.001
H 0.677 -1.342 -3.871 -0.1 0.0 0.4 -0.010
C -1.514 1.012 -3.347 0.2 0.1 0.1 0.056
C 1.543 1.681 -3.024 -0.1 -0.1 -0.1 0.061
C -0.383 -3.043 2.074 0.0 0.1 0.2 0.023
C 0.384 -0.505 3.731 0.0 -0.3 -0.1 0.011
C -2.723 1.061 -2.386 0.0 -0.1 0.0 0.019
H -2.743 2.004 -1.820 0.0 -0.2 -0.2 0.000
H -3.643 1.006 -2.999 0.3 0.1 0.3 0.000
H -2.732 0.234 -1.663 0.0 0.1 -0.3 -0.002
C -1.420 2.410 -3.994 0.0 0.1 -0.2 0.011
H -1.356 3.204 -3.232 0.0 -0.3 -0.3 0.000
H -0.571 2.512 -4.688 -0.4 -0.1 0.2 0.000
H -2.344 2.580 -4.576 0.3 -0.1 0.3 -0.001
C -1.765 -0.059 -4.428 -0.1 0.0 -0.2 0.008
H -2.403 0.377 -5.219 0.2 -0.2 0.3 0.001
H -0.836 -0.410 -4.904 -0.5 0.2 0.0 -0.001
H -2.301 -0.930 -4.017 0.3 0.3 -0.2 -0.001
C 1.299 3.169 -2.686 0.0 0.2 0.4 0.010
H 0.539 3.276 -1.896 0.3 0.2 -0.3 0.001
H 2.243 3.601 -2.305 -0.5 0.0 -0.1 0.000
H 0.988 3.762 -3.557 0.0 -0.2 0.3 0.002
C 2.834 1.251 -2.290 0.1 -0.1 0.2 0.001
H 2.658 1.060 -1.221 0.2 0.1 -0.6 0.002
H 3.288 0.354 -2.740 -0.2 0.2 0.3 0.000
H 3.566 2.075 -2.373 -0.2 -0.4 0.0 0.000
C 1.772 1.487 -4.536 0.2 -0.4 -0.4 0.010
H 1.069 0.750 -4.961 0.3 0.3 0.0 0.001
H 1.680 2.425 -5.106 0.0 -0.4 0.2 0.002
H 2.796 1.100 -4.696 -0.5 0.2 -0.1 -0.001
C -1.080 -0.197 4.110 -0.2 0.2 0.0 0.006
H -1.105 0.738 4.700 -0.1 -0.4 -0.2 0.000
H -1.700 -0.045 3.210 0.1 0.0 0.4 0.000
H -1.535 -0.990 4.723 0.2 0.3 -0.4 -0.001
C 1.142 0.836 3.665 0.1 0.1 -0.1 0.010
H 2.141 0.735 3.212 -0.3 0.1 0.4 0.000
H 0.580 1.589 3.093 0.2 -0.2 0.2 -0.003
H 1.277 1.208 4.698 -0.1 -0.1 -0.5 0.000
C 1.061 -1.379 4.808 0.6 -0.1 0.1 0.009
H 1.687 -0.729 5.447 -0.3 -0.4 -0.2 0.001
H 0.345 -1.898 5.460 0.2 0.1 -0.3 0.000
H 1.730 -2.131 4.355 -0.2 0.3 0.4 -0.001
C -0.229 -3.689 0.679 -0.1 0.0 -0.5 0.004
H 0.165 -4.718 0.738 0.0 0.4 0.1 -0.001
H -1.228 -3.740 0.208 0.7 0.1 0.0 -0.001
H 0.418 -3.084 0.028 -0.4 -0.7 0.2 0.009
C -1.891 -2.830 2.339 0.0 -0.1 0.2 0.016
H -2.259 -1.985 1.731 0.0 -0.4 0.2 -0.007
H -2.437 -3.745 2.041 0.2 0.4 0.1 0.001
H -2.109 -2.638 3.401 0.1 0.0 -0.4 -0.001
C 0.226 -4.003 3.111 -0.1 0.1 0.4 0.005
H 1.304 -4.171 2.938 -0.4 0.1 0.1 0.000
H 0.084 -3.659 4.147 0.1 -0.2 -0.4 0.001
H -0.278 -4.983 3.017 0.2 0.4 0.0 0.000
Pd 0.000 0.000 0.000 -0.2 -1.3 -0.7 0.889
N -1.109 -1.551 -1.006 -0.6 -1.0 -1.9 0.392
C -0.720 -1.920 -2.168 -0.1 1.0 1.3 -0.103
C -1.333 -3.054 -2.914 -0.5 -0.8 -0.4 0.030
C -2.693 -3.357 -2.668 0.4 -0.1 -0.1 -0.001
C -0.631 -3.849 -3.845 -0.3 0.2 0.2 -0.008
C -3.325 -4.410 -3.331 0.2 0.0 -0.1 0.004
H -3.223 -2.736 -1.939 0.1 -0.3 -0.3 0.002
C -1.264 -4.910 -4.507 -0.2 0.1 0.2 0.005
H 0.425 -3.650 -4.053 -0.4 -0.1 0.1 0.000
C -2.613 -5.195 -4.256 0.2 0.3 0.2 -0.005
H -4.380 -4.625 -3.129 0.4 0.1 -0.1 0.000
H -0.699 -5.517 -5.223 -0.2 0.3 0.3 0.000
H -3.108 -6.022 -4.776 0.2 0.4 0.2 0.000
N 5.151 3.954 2.453 -0.5 1.4 0.3 0.000
C 4.534 2.888 1.877 1.3 -1.0 0.2 0.001
O 5.170 1.854 1.739 -0.4 -0.2 -0.2 0.001
C 3.101 2.926 1.440 -0.9 0.5 -0.1 0.020
C 2.355 4.107 1.485 0.3 -0.5 0.0 -0.005
C 1.049 4.100 1.058 -0.3 -0.3 -0.1 0.020
C 0.465 2.914 0.640 1.8 -0.4 0.6 0.002
N 1.126 1.699 0.637 2.4 3.5 0.6 0.101
C 2.464 1.747 0.976 -1.6 2.4 0.2 -0.045
H 6.133 3.878 2.758 -1.1 -0.2 -0.4 0.000
H 4.679 4.848 2.632 0.5 -0.9 -0.2 0.000
H 2.761 5.051 1.811 0.3 0.0 0.1 0.000
H 0.476 5.019 1.050 0.0 -0.1 -0.1 0.000
H -0.546 3.034 0.304 -0.3 -0.7 -0.2 -0.016
H 3.082 0.895 0.880 0.2 -1.0 -0.1 0.011
```
Forces are in eV/Å.